ORCA calculation (the ωB97M-V functional and the def2-TZVPD basis) on a molecular structure, C24H24BN4O4Os.

Geometry (Å):
Os1 0.2057 -0.0460 0.1392
O1 1.6174 -3.9797 0.6831
C1 1.3671 -2.8632 0.3122
N1 1.2976 -1.6980 1.0648
C2 2.2652 -1.4125 1.9773
C3 3.0446 -2.3607 2.6717
C4 4.0020 -1.9273 3.5470
C5 4.2275 -0.5474 3.7672
C6 3.5038 0.4026 3.1040
C7 2.5163 -0.0025 2.1782
N2 1.7141 0.8325 1.4701
C8 1.3860 2.0831 1.9869
O2 2.1210 2.9250 2.4278
C9 -0.1154 2.2018 2.0589
C10 -0.7063 3.2241 2.7686
C11 -2.0781 3.1876 2.9696
C12 -2.8017 2.1270 2.4511
C13 -2.1486 1.1629 1.7078
N3 -0.8236 1.1915 1.5125
C14 1.2368 -2.5137 -1.1487
C15 1.5070 -3.4512 -2.1218
C16 1.5640 -3.0398 -3.4446
C17 1.3500 -1.7035 -3.7390
C18 1.0371 -0.8287 -2.7172
N4 0.9808 -1.2209 -1.4370
H1 2.8554 -3.4121 2.5240
H2 4.5925 -2.6524 4.0906
H3 4.9938 -0.2419 4.4665
H4 3.6929 1.4545 3.2507
H5 -0.0767 4.0063 3.1680
H6 -2.5708 3.9682 3.5329
H7 -3.8688 2.0482 2.5990
H8 -2.6868 0.3470 1.2506
H9 1.6927 -4.4712 -1.8168
H10 1.7856 -3.7488 -4.2305
H11 1.4042 -1.3349 -4.7529
H12 0.8219 0.2099 -2.9145
C19 -2.2053 2.5896 -3.2303
C20 -2.9689 1.6459 -2.3119
C21 -4.3310 2.2178 -1.9766
O3 -2.1903 1.5329 -1.0843
B1 -1.3759 0.4298 -1.2105
O4 -1.7118 -0.3287 -2.3090
C22 -2.9806 0.1765 -2.8202
C23 -2.9980 0.0207 -4.3270
C24 -4.0769 -0.6664 -2.1841
H13 -2.0653 3.5427 -2.7213
H14 -2.7525 2.7686 -4.1555
H15 -1.2215 2.1879 -3.4796
H16 -4.2207 3.2432 -1.6244
H17 -4.8305 1.6382 -1.2027
H18 -4.9640 2.2308 -2.8654
H19 -2.1311 0.4892 -4.7890
H20 -3.9006 0.4715 -4.7428
H21 -2.9983 -1.0380 -4.5853
H22 -4.0750 -0.5622 -1.0976
H23 -3.9031 -1.7144 -2.4262
H24 -5.0602 -0.3832 -2.5587

The HOMO-LUMO gap (spin up / spin down) comes out at 7.263 / 6.470 eV. As for the spin multiplicity: 5. Its total charge is +1. The total energy is -1564.316938 hartree.